{"formula": "C6H3N5OS", "method": "ωB97M-V/def2-TZVPD", "symbols": ["C", "C", "C", "C", "C", "C", "H", "H", "H", "N", "N", "N", "N", "N", "O", "S"], "positions_angstrom": [[-0.5081, 0.7369, 0.0676], [-1.6944, 0.0193, 0.3725], [-1.6033, -1.4098, 0.0632], [0.7650, -1.2594, 0.0960], [2.9258, 0.0191, 0.0780], [1.9547, 0.8729, -0.0618], [-1.0534, 2.7177, 0.0863], [4.0589, 0.1336, 0.1084], [2.0858, 1.9435, -0.5667], [-3.0152, 0.3356, 0.1101], [-3.6699, -0.8691, -0.0540], [-2.8097, -1.9360, -0.1441], [-0.3010, -1.9008, -0.0865], [0.6698, 0.2134, -0.0734], [-0.3123, 2.0446, -0.0521], [2.5073, -1.6615, 0.0566]], "forces_ev_per_angstrom": [[-2.42, 2.31, 0.91], [-0.21, -1.45, -3.02], [2.12, 1.77, 0.35], [-0.78, 2.69, -2.13], [3.46, -1.68, 0.03], [-1.59, 3.22, -2.18], [0.86, -2.11, -0.23], [-1.90, 0.51, -0.24], [-0.56, -2.45, 1.94], [-0.83, -2.06, 1.11], [2.28, 1.87, -0.20], [0.67, 1.43, 0.39], [-0.90, -2.87, 1.28], [3.12, -3.57, 1.24], [-2.01, 2.88, 0.08], [-1.30, -0.50, 0.66]], "lowdin_charge": [-0.270, -0.164, -0.303, -0.496, -0.423, -0.128, 0.187, 0.107, 0.183, 0.017, -0.034, 0.046, 0.132, 0.015, 0.097, 1.034], "total_energy_ev": -26599.8122, "largest_force_ev_per_a": 4.897, "smiles": "Oc1c2nnnc-2nc2sccn12", "total_charge": 0, "e_homo_ev": -8.87, "relative_energy_kj_mol": 194.9, "homo_lumo_gap_ev": 8.51}

---

{"formula": "C2H4O3P", "method": "ωB97M-V/def2-TZVPD", "symbols": ["C", "C", "O", "O", "O", "P", "H", "H", "H", "H"], "positions_angstrom": [[-0.4165, -0.3961, -0.7797], [0.8943, 0.2377, -1.2415], [0.5306, -0.3609, 2.1887], [-1.1278, -1.0474, -1.5094], [-1.1944, 1.4148, 1.7590], [-0.7283, 0.0408, 1.5533], [1.1730, 1.0959, -0.7096], [0.9601, 0.4032, -2.3088], [1.6381, -0.4367, -0.9576], [-1.7291, -0.9513, 2.0057]], "forces_ev_per_angstrom": [[-0.55, 0.60, 2.13], [-1.37, -0.44, -0.70], [1.59, -0.90, 0.18], [0.39, 0.32, 0.27], [-1.06, 1.25, -0.50], [-0.37, -1.46, -1.37], [-0.13, 1.51, 0.84], [-0.19, -0.02, -0.38], [1.34, -1.50, 0.36], [0.35, 0.65, -0.83]], "lowdin_charge": [-0.380, -0.098, -0.476, -0.054, -0.463, 0.326, 0.043, 0.062, 0.046, -0.004], "total_energy_ev": -17571.7822, "largest_force_ev_per_a": 2.281, "total_charge": -1, "e_homo_ev": -3.61, "relative_energy_kj_mol": 140.0, "homo_lumo_gap_ev": 7.73}